Here is one molecule with the formula C3H5BrN4O2 from OMol25. Energies are from ωB97M-V with the def2-TZVPD basis set.

Values from the calculation:
Max |F| = 2.4 eV Å⁻¹
HOMO = -8.8 eV
Energy above the lowest of the compared OMol25 structures with the same formula, charge and spin = 0.3335 eV
Net charge = 0

Positions of all 15 atoms, in Å:
C: -1.40 0.82 -1.26
N: -0.46 0.56 -0.20
N: -0.80 0.93 1.06
C: -0.24 0.16 1.90
N: 0.59 -0.81 1.34
Br: 0.53 -2.60 1.96
C: 0.42 -0.54 -0.19
N: 1.83 -0.12 -0.63
O: 2.65 -1.00 -0.67
O: 1.99 1.04 -0.90
H: -0.86 0.93 -2.20
H: -2.16 0.04 -1.35
H: -1.88 1.77 -1.03
H: -0.35 0.24 2.96
H: 0.16 -1.43 -0.78

Here is C12H29N3O3Zn as an isolated structure from OMol25. Energies are from ωB97M-V with the def2-TZVPD basis set.

Values from the calculation:
Max |F| = 0.8 eV Å⁻¹
HOMO = -16.9 eV
Net charge = +2

Positions of all 48 atoms, in Å:
Zn: -0.11 -0.10 0.02
C: -0.64 2.78 0.04
C: -1.78 2.09 -0.73
N: -2.02 0.72 -0.25
C: -2.77 0.67 1.02
C: -2.25 -0.46 1.92
N: -0.78 -0.54 1.91
C: -0.07 0.39 2.80
C: 0.02 1.80 2.22
N: 0.24 1.83 0.75
H: -0.04 3.36 -0.67
H: -1.05 3.50 0.76
H: -2.69 2.69 -0.65
H: -1.53 2.03 -1.79
H: -2.57 0.24 -0.96
H: -2.68 1.63 1.52
H: -3.83 0.49 0.83
H: -2.63 -0.30 2.94
H: -2.63 -1.41 1.54
H: -0.55 -1.47 2.24
H: -0.55 0.45 3.78
H: 0.94 -0.01 2.94
H: -0.90 2.34 2.44
H: 0.83 2.33 2.73
H: 1.20 2.12 0.59
C: 1.26 1.11 -2.78
O: 0.51 0.12 -2.08
C: 0.44 -1.09 -2.83
C: -0.56 -2.01 -2.14
O: -0.37 -2.08 -0.73
C: 0.61 -2.99 -0.25
C: 2.00 -2.36 -0.09
O: 1.84 -1.04 0.41
C: 3.09 -0.48 0.83
H: 0.73 1.39 -3.70
H: 1.35 1.99 -2.14
H: 2.25 0.74 -3.04
H: 0.08 -0.87 -3.84
H: 1.44 -1.54 -2.91
H: -1.57 -1.60 -2.26
H: -0.53 -3.01 -2.58
H: 0.25 -3.32 0.73
H: 0.67 -3.87 -0.90
H: 2.58 -2.96 0.61
H: 2.54 -2.33 -1.04
H: 3.43 -0.96 1.75
H: 3.85 -0.61 0.06
H: 2.94 0.58 1.01

no.,total energy (eV),HOMO-LUMO gap (eV)
1,-83284.7795,8.2363
2,-71931.5152,11.7229